Record 1
Here is a single C4H11NP2 molecule in a non-equilibrium geometry from the OMol25 dataset. Energies are from ωB97M-V/def2-TZVPD.

Each line ends with the Mulliken charge.
Positions of all 18 atoms, in Å:
C -2.16800 -0.83814 0.34152  -0.624
C 0.29076 -0.41466 -0.75660  -0.289
C 1.76497 -0.51569 -0.59188  -1.203
C 0.20575 1.68829 0.70083  -0.851
N -0.27966 0.88398 -0.37711  -0.016
P -0.60080 -1.88487 0.11769  0.025
P -1.96134 0.84054 -0.36053  -0.182
H -3.07972 -1.46443 0.16042  0.430
H -2.45236 -0.69588 1.45088  0.283
H -0.00138 -0.62215 -1.83734  0.412
H 1.90929 -1.57164 -0.90484  0.393
H 1.85555 -0.33134 0.49060  0.379
H 2.38384 0.16500 -1.30704  0.245
H -0.67125 2.24549 0.98738  0.411
H 0.35159 1.07759 1.67242  0.283
H 1.01200 2.36026 0.32683  0.267
H -0.04094 -1.37081 1.28791  0.018
H -2.15173 0.62653 -1.71764  0.020

Atomic forces in eV per Å
C -1.45 -1.67 2.06
C -1.45 0.13 -2.08
C 0.39 -0.04 -1.04
C 0.53 -0.60 1.44
N -0.55 -1.16 -0.97
P -0.34 1.71 0.17
P -1.05 0.58 0.00
H 0.65 0.71 -1.01
H 1.19 0.06 -1.27
H 0.36 0.63 1.00
H 0.90 0.56 0.64
H 1.22 -0.22 -0.46
H -1.12 -0.99 1.59
H 0.11 0.99 0.12
H 0.78 0.90 -1.35
H -0.22 -0.59 1.00
H 0.23 -0.42 0.79
H -0.19 -0.57 -0.63

HOMO-LUMO gap (eV): 9.47
Highest occupied orbital energy (eV): -8.49
E_LUMO (eV): 0.98
SMILES: C[C@H]1PCPN1C
2S+1: 1
Charge: 0

---

Record 2
Here is a molecular structure, C20H27BrFNO2S7SbTc from the OMol25 dataset. Energies are from ωB97M-V/def2-TZVPD.

Each line ends with the Mulliken charge.
Positions of all 61 atoms, in Å:
Tc -0.00756 -0.74819 -0.43344  0.373
C 2.25715 -2.22690 4.25340  -1.473
C 1.50731 -1.07654 3.63541  -0.304
C 1.34508 0.14980 4.28017  -0.625
C 0.64038 1.15896 3.66474  -0.645
C 0.12233 0.94271 2.39518  -0.217
Br -0.92569 2.31648 1.65316  -0.052
N 0.29223 -0.19375 1.72932  0.432
C 0.96373 -1.17812 2.37794  -0.609
H 2.14933 -2.22836 5.33692  0.492
H 3.32297 -2.15444 4.02653  0.306
H 1.89566 -3.18339 3.87658  0.285
H 1.76066 0.30586 5.26911  0.508
H 0.47084 2.10863 4.14987  0.512
H 1.06554 -2.11187 1.84036  1.594
S 2.07769 -0.94500 -4.28424  -0.336
Sb 1.89113 -2.70239 -5.58724  0.859
S 0.42082 -3.35426 -2.42067  0.151
S -0.19905 -1.46798 -2.52914  -0.149
S 0.26229 -4.04070 -4.32890  -0.240
C 2.39082 -4.59653 1.25212  -1.008
O 1.97565 -3.39060 0.55706  -0.059
C 2.90235 -2.44912 0.37058  0.113
S 4.41323 -2.42116 0.91122  -0.083
S 2.27286 -1.11890 -0.63132  -0.131
H 1.51565 -5.23689 1.24504  0.266
H 2.69703 -4.35356 2.26599  0.349
H 3.22240 -5.05310 0.72233  0.417
F -5.31589 -3.38621 1.09622  -0.290
C -4.14698 -2.85844 0.75199  0.307
C -3.99807 -2.35609 -0.52934  -0.799
C -2.77228 -1.83631 -0.89174  -0.140
C -1.70171 -1.75837 0.02770  1.047
C -1.91056 -2.27393 1.31958  -0.299
C -3.12473 -2.83467 1.67924  -0.850
H -4.82584 -2.40162 -1.22457  0.486
H -2.66788 -1.46657 -1.90297  0.466
H -1.14278 -2.25133 2.07084  0.472
H -3.29040 -3.23439 2.67085  0.506
C -2.60307 4.46972 -0.75255  -1.121
C -2.04081 4.09895 -2.11924  -0.285
C -2.13561 2.59237 -2.41625  -0.908
S -0.66159 1.57237 -2.48153  0.571
O -0.45949 1.07960 -0.98391  -0.325
C 0.72038 2.68231 -2.76085  -1.093
C 1.34944 3.25320 -1.49139  0.330
C 2.55713 4.10863 -1.86795  -1.507
H -2.55433 5.54734 -0.59873  0.398
H -2.03728 3.99313 0.04896  -0.072
H -3.64786 4.16883 -0.65893  0.388
H -1.02102 4.46330 -2.20606  0.182
H -2.60243 4.61241 -2.89889  0.478
H -2.58054 2.39864 -3.39454  0.512
H -2.74174 2.05696 -1.67921  0.410
H 0.33446 3.45401 -3.43062  0.587
H 1.44013 2.08845 -3.32627  0.513
H 1.65427 2.43872 -0.83508  0.003
H 0.61986 3.84434 -0.93630  0.177
H 3.30657 3.52160 -2.40209  0.352
H 3.02557 4.51252 -0.97196  0.403
H 2.27223 4.94983 -2.50251  0.375

Atomic forces in eV per Å
Tc 0.01 -0.12 -0.77
C -0.06 0.14 -0.01
C 0.07 -0.02 0.14
C 0.08 0.00 0.12
C -0.02 0.06 0.02
C -0.12 0.12 0.03
Br 0.02 -0.07 0.21
N 0.13 -0.14 0.05
C -0.04 -0.01 -0.11
H -0.02 0.01 -0.01
H -0.02 0.01 -0.01
H -0.02 0.05 0.04
H -0.03 0.00 -0.02
H 0.01 -0.01 0.01
H -0.15 0.16 0.11
S 0.09 0.22 0.23
Sb 0.08 -0.03 -0.21
S 0.02 -0.05 -0.08
S -0.21 0.18 0.46
S -0.11 -0.21 0.07
C -0.06 0.08 -0.11
O 0.10 -0.26 -0.23
C -0.27 0.34 0.16
S 0.23 -0.05 -0.02
S 0.03 -0.32 -0.04
H -0.01 -0.02 0.00
H 0.04 -0.01 -0.01
H 0.00 -0.03 -0.01
F 0.10 0.05 -0.01
C -0.23 -0.08 0.05
C 0.07 0.06 -0.09
C -0.12 -0.04 0.14
C 0.10 -0.18 -0.14
C -0.18 0.02 -0.11
C 0.16 0.01 0.07
H 0.02 0.00 0.02
H 0.02 -0.02 0.00
H 0.12 0.03 0.07
H 0.00 -0.01 -0.03
C -0.01 0.04 0.03
C -0.16 -0.08 0.08
C -0.08 0.17 0.04
S 0.08 -0.37 0.03
O 0.16 0.21 -0.06
C 0.13 0.00 0.11
C 0.03 0.13 -0.13
C 0.00 0.02 0.02
H 0.00 -0.03 -0.01
H -0.05 0.08 -0.08
H 0.04 -0.01 -0.01
H 0.08 0.00 -0.03
H -0.02 0.02 0.00
H -0.01 0.02 -0.01
H -0.06 0.04 -0.02
H 0.03 0.01 -0.02
H 0.03 -0.03 0.01
H 0.01 -0.04 -0.01
H -0.02 -0.02 0.02
H -0.02 0.01 0.02
H 0.00 0.00 -0.01
H -0.01 -0.03 0.02

HOMO-LUMO gap (spin up / spin down) (eV): 5.66 / 5.66
Highest occupied orbital energy (spin up / spin down) (eV): -13.63 / -13.63
E_LUMO (spin up / spin down) (eV): -7.97 / -7.96
2S+1: 1
Charge: +2

---

Record 3
Here is 7 unconnected molecules or ions with the total composition C36H73I2N4O22P2S9 in a non-equilibrium geometry from the OMol25 dataset. Energies are from ωB97M-V/def2-TZVPD.

Each line ends with the Mulliken charge.
Positions of all 148 atoms, in Å:
C -4.43113 2.67250 5.43218  0.065
C -3.53740 3.00494 4.69657  -0.567
C -2.46226 3.36008 3.69191  -0.651
C -1.38872 2.23691 3.56270  -0.693
C -0.85675 2.12299 2.10448  -1.637
C 0.49259 1.36993 2.02903  1.574
N 1.61022 2.00589 2.81275  -0.417
C 1.64451 3.21896 2.72749  0.475
S 1.94569 4.76837 2.41647  -0.313
O 0.46368 0.07774 2.59499  -0.715
P 0.50561 -1.25700 1.50586  1.329
C -1.36291 -1.23541 1.03000  -1.000
C -2.04991 -2.57378 1.44345  -0.544
C -1.77235 -3.73753 0.45189  -0.678
S -2.07589 -5.35073 1.28586  -0.246
C -0.78006 -5.53059 2.52446  0.284
S -0.78175 -4.81088 3.99551  -0.215
N 0.30057 -6.38486 2.19610  0.404
C 0.23527 -7.41026 1.26053  -0.513
C 1.48205 -8.01489 1.22098  -0.491
N 2.32324 -7.39101 2.14658  -0.658
C 1.58084 -6.44882 2.70256  -0.145
P 2.52035 -2.05099 2.13679  1.017
N 2.36492 -3.47355 2.83632  -0.688
O 3.48310 -2.32573 0.78406  -0.552
O 3.32371 -1.09547 3.22655  -0.576
O 1.05052 -0.26873 0.19355  -0.495
C 0.80255 1.09283 0.48806  -0.227
C 1.59867 2.15396 -0.28004  -1.250
I 0.43579 3.60300 -1.37642  0.170
C 2.92898 2.27811 -0.36465  0.385
C 3.62848 3.36108 -1.20186  -1.158
I 4.19625 0.93603 0.68572  0.151
H -5.22779 2.46906 6.12272  0.417
H -2.03371 4.31874 4.02038  0.299
H -2.98935 3.55012 2.74257  0.349
H -1.90737 1.29243 3.78242  0.232
H -0.59689 2.39366 4.30600  0.465
H -0.79157 3.11212 1.60979  0.496
H -1.64029 1.58217 1.54830  0.662
H 0.60256 -2.35416 0.55888  -0.212
H 0.06593 -2.02974 2.63872  -0.164
H -1.82680 -0.47147 1.68634  -0.011
H -1.51222 -1.00461 -0.04039  0.328
H -1.84750 -2.84112 2.48737  0.315
H -3.13873 -2.37328 1.38623  0.403
H -2.47539 -3.65933 -0.38976  0.466
H -0.75478 -3.74921 0.04322  0.289
H -0.66930 -7.60772 0.69584  0.471
H 1.68527 -8.83443 0.53902  0.408
H 1.99706 -5.78873 3.45950  0.511
H 1.38355 -3.72894 2.89318  -0.091
H 2.89601 -2.42205 0.02740  0.352
H 3.64274 -1.71945 3.89352  0.303
H -0.21200 1.20913 0.04631  0.444
H 4.72223 3.25600 -1.14631  0.441
H 3.33647 4.37913 -0.91398  0.216
H 3.36468 3.16206 -2.25747  0.218
O -0.29582 3.77243 -5.51764  -0.689
S 1.12661 3.80323 -5.68632  1.205
O 1.94179 4.75008 -4.98188  -0.507
O 1.46369 3.89320 -7.25048  -0.349
C 0.85301 4.94278 -8.01423  -0.405
C 1.54514 6.27589 -7.80064  -0.672
C 1.77478 2.18820 -5.41214  -0.765
H -0.21311 5.00867 -7.78643  0.342
H 0.94216 4.65023 -9.05989  0.304
H 1.39169 6.64032 -6.78433  0.133
H 1.15413 7.02372 -8.49182  0.415
H 2.62107 6.17895 -7.95220  0.104
H 1.19295 1.47407 -5.98893  0.348
H 1.68642 1.97627 -4.34686  0.179
H 2.82023 2.17345 -5.71240  0.299
O -0.44487 7.36109 -0.29362  -0.620
S -0.00049 7.98373 -1.50310  1.339
O 1.26674 8.65577 -1.56689  -0.637
O -1.13881 8.99106 -2.01153  -0.300
C -1.62381 9.96854 -1.07711  -0.334
C -0.65737 11.12451 -0.92700  -0.806
C -0.10773 6.83235 -2.83186  -0.828
H -1.83580 9.50361 -0.11144  0.319
H -2.57166 10.33145 -1.47376  0.265
H 0.26086 10.80127 -0.44436  0.059
H -1.09595 11.91549 -0.32204  0.365
H -0.38501 11.53109 -1.90299  0.317
H -1.09038 6.36656 -2.81527  0.442
H 0.66723 6.08156 -2.68501  -0.067
H 0.05705 7.35780 -3.76952  0.350
O -0.40793 11.49536 2.03975  -0.636
S 0.30611 10.43868 2.70000  1.225
O -0.31058 9.18049 2.98204  -0.569
O 0.95083 11.01746 4.04977  -0.275
C 0.08490 11.68525 4.97824  -0.328
C -0.73018 10.70455 5.80004  -0.992
C 1.82113 10.14448 1.84601  -0.758
H -0.55964 12.39502 4.45484  0.302
H 0.73250 12.26287 5.63751  0.277
H -1.45527 10.17860 5.17896  0.294
H -1.27410 11.22755 6.58808  0.391
H -0.08437 9.95155 6.25244  0.261
H 2.32119 11.09560 1.67967  0.322
H 1.57997 9.67243 0.89395  0.153
H 2.43683 9.47909 2.44620  0.383
O -2.72641 -9.29376 3.08605  -0.685
S -1.53885 -10.09059 3.19602  1.228
O -0.92605 -10.67783 2.04184  -0.604
O -1.79043 -11.23998 4.28809  -0.270
C -2.94601 -12.07625 4.12945  -0.423
C -2.73925 -13.14151 3.07060  -0.853
C -0.32218 -9.19712 4.10508  -0.427
H -3.82720 -11.46885 3.91126  0.291
H -3.11365 -12.55150 5.09590  0.299
H -2.66459 -12.69841 2.07768  0.291
H -3.57338 -13.84221 3.06550  0.324
H -1.81342 -13.69000 3.25130  0.278
H -0.77971 -8.80513 5.01044  0.371
H 0.02795 -8.38457 3.47690  -0.080
H 0.50100 -9.86695 4.34152  0.344
O 6.86405 5.39937 -8.50668  -0.649
S 7.55929 5.24897 -7.26191  1.210
O 7.63661 3.98112 -6.60333  -0.600
O 7.01222 6.34001 -6.22966  -0.271
C 5.59168 6.40619 -6.00252  -0.446
C 5.10770 5.31040 -5.07488  -0.548
C 9.18844 5.90569 -7.42457  -0.938
H 5.05515 6.38545 -6.95364  0.238
H 5.40171 7.37733 -5.54654  0.299
H 5.19694 4.32967 -5.54406  0.309
H 4.06164 5.46569 -4.81435  0.134
H 5.70337 5.28739 -4.16112  0.308
H 9.12593 6.89311 -7.87453  0.310
H 9.75157 5.23248 -8.06758  0.370
H 9.64689 5.95380 -6.43995  0.312
O -5.40733 -14.28739 1.45247  -0.562
S -6.78047 -14.28100 1.04402  1.173
O -7.83981 -14.41800 1.99739  -0.621
O -6.97964 -15.37065 -0.11358  -0.296
C -6.53896 -16.71326 0.14013  -0.311
C -7.51720 -17.47698 1.01243  -0.983
C -7.08369 -12.85315 0.05532  -0.963
H -5.53836 -16.70890 0.57743  0.296
H -6.46362 -17.19771 -0.83286  0.275
H -7.54209 -17.07098 2.02374  0.293
H -7.23105 -18.52772 1.07550  0.388
H -8.52817 -17.40669 0.60968  0.263
H -6.30938 -12.78074 -0.70402  0.314
H -7.05070 -11.98594 0.71179  0.378
H -8.06790 -12.94276 -0.39781  0.345

Atomic forces in eV per Å
C 0.07 0.28 0.09
C 0.51 0.05 -0.68
C -0.82 -0.22 0.96
C -0.62 0.19 -0.50
C -0.13 0.27 1.05
C 0.72 -2.59 -0.03
N -1.38 2.26 -0.87
C 1.59 0.52 -0.60
S -0.55 -1.25 0.63
O -0.70 1.06 -0.85
P -1.71 -1.37 -0.27
C 0.17 0.27 0.86
C -0.42 0.74 -1.21
C 0.50 0.49 1.01
S -0.29 -0.51 -0.18
C 0.81 0.62 0.94
S -0.28 -0.33 -0.82
N -0.34 -0.53 -0.75
C 0.89 -0.65 -0.89
C -1.90 1.16 0.33
N -1.25 0.18 -0.23
C 1.46 -0.40 0.43
P 0.11 -1.20 0.42
N -0.02 0.63 -0.18
O 0.15 0.86 1.23
O 0.38 -0.49 -1.31
O 1.04 1.24 1.24
C -2.11 0.69 -1.44
C 1.01 -0.52 0.37
I 0.20 -0.76 0.48
C -0.07 0.68 -0.19
C 0.30 -1.04 -0.09
I -0.47 0.57 -0.40
H 0.35 -0.04 -0.30
H 0.06 -0.28 -0.27
H 0.31 -0.14 0.19
H 0.45 0.18 0.13
H -0.17 -0.11 -0.26
H 0.30 -0.31 0.32
H 0.60 0.00 0.03
H 0.41 -0.23 0.28
H 0.46 -0.24 -0.14
H -0.02 -0.16 -0.63
H -0.12 -0.02 0.38
H 0.24 0.08 -0.39
H 0.34 -0.31 0.19
H 0.13 -0.47 0.27
H -0.29 0.09 0.22
H 0.30 0.09 0.20
H 0.53 0.13 0.47
H -0.49 0.08 -0.33
H 0.08 0.13 0.14
H -0.14 0.12 -0.02
H -0.06 -0.04 0.06
H 0.32 0.31 0.34
H -0.41 0.10 0.18
H -0.04 -0.33 -0.05
H -0.01 0.40 0.34
O 0.10 0.46 0.04
S 0.33 -0.75 -0.23
O -0.49 0.16 0.01
O -0.03 -0.20 0.29
C -0.18 0.64 -0.33
C 0.05 0.05 0.28
C 0.07 -0.04 -0.04
H 0.05 -0.12 0.14
H 0.09 -0.26 0.12
H -0.02 0.00 -0.03
H -0.01 -0.07 -0.05
H -0.03 -0.02 -0.10
H -0.01 0.04 0.00
H -0.06 0.12 0.01
H -0.02 0.04 0.00
O 0.27 0.26 0.09
S -0.46 -0.14 -0.55
O -0.02 -0.07 0.32
O 0.14 -0.39 -0.10
C -0.11 0.62 0.49
C 0.17 0.05 -0.20
C -0.03 0.09 -0.12
H 0.10 -0.14 -0.07
H 0.04 -0.23 -0.21
H -0.01 0.07 -0.01
H -0.04 -0.07 0.02
H -0.10 -0.04 -0.03
H 0.00 0.03 0.03
H 0.05 0.14 0.01
H 0.01 0.02 0.03
O -0.25 -0.18 0.36
S 0.85 -0.16 0.07
O -0.33 0.31 -0.09
O 0.06 0.01 -0.34
C -0.48 0.15 0.54
C -0.12 -0.19 -0.16
C 0.05 0.06 0.02
H 0.07 -0.09 -0.15
H 0.21 -0.07 -0.19
H 0.01 0.02 0.01
H 0.07 0.06 -0.01
H 0.02 0.07 0.04
H -0.03 0.00 0.02
H -0.06 -0.06 0.05
H -0.06 -0.02 0.01
O -0.02 -0.24 -0.31
S 0.52 0.06 0.64
O -0.36 0.10 -0.08
O 0.09 0.30 -0.04
C -0.45 -0.53 -0.21
C 0.13 0.06 -0.18
C -0.04 -0.08 0.20
H 0.13 0.13 -0.02
H 0.20 0.19 0.09
H -0.03 -0.01 0.02
H -0.02 0.05 0.05
H -0.03 0.01 0.08
H -0.04 -0.03 -0.03
H -0.02 -0.06 -0.06
H -0.02 -0.01 -0.06
O -0.08 -0.25 0.11
S 0.16 0.52 0.43
O -0.13 -0.03 -0.30
O 0.37 -0.07 -0.34
C -0.79 -0.14 0.31
C 0.15 -0.20 -0.02
C 0.04 0.09 0.02
H 0.19 -0.04 -0.08
H 0.31 0.05 -0.07
H -0.02 0.02 -0.01
H 0.08 0.07 -0.04
H -0.02 0.08 -0.01
H -0.03 -0.02 0.01
H -0.09 -0.06 0.00
H -0.04 -0.03 0.00
O -0.20 -0.20 0.21
S -0.20 0.15 -0.62
O 0.28 -0.05 0.12
O 0.04 0.37 0.05
C 0.08 -0.72 0.22
C -0.09 0.16 0.22
C -0.01 -0.01 -0.11
H -0.04 0.19 0.01
H -0.04 0.28 -0.10
H 0.02 -0.02 -0.02
H 0.04 0.02 -0.08
H 0.04 -0.05 -0.06
H 0.01 -0.02 0.03
H 0.03 -0.07 0.07
H 0.01 -0.03 0.04

HOMO-LUMO gap (eV): 6.43
Highest occupied orbital energy (eV): -5.01
E_LUMO (eV): 1.42
2S+1: 1
Charge: -1

---

For each record above, in turn, the calculated E_tot values are -896.39936 -6765.19005 -8151.48377 Eh.
For each record above, in turn, the calculated energy relative to the best compared isomer or geometry (same formula, charge and spin) values are 109.2 199.5 185.5 kJ/mol.